Record 1
DFT (ωB97M-V/def2-TZVPD) results for a cluster of 2 separate species, C8H10N5 in total at a distorted geometry.

Last column: natural (NBO) charge in e.
Element x y z (Å)
1 C -2.565 -1.753 -3.904  -0.231
2 C -1.912 -0.571 -3.911  -0.172
3 C -2.837 -2.440 -2.684  0.084
4 C -1.303 -0.162 -2.766  0.030
5 C -1.674 -0.870 -1.566  0.247
6 C 1.791 1.332 0.519  0.753
7 C 1.133 0.513 2.656  -0.447
8 C 2.978 2.211 2.375  -0.423
9 N -2.339 -1.973 -1.576  -0.400
10 N -0.531 0.876 -2.380  -0.218
11 N -0.265 0.576 -1.110  -0.135
12 N -1.066 -0.308 -0.555  -0.263
13 N 1.888 1.382 1.728  -0.514
14 H -2.692 -2.268 -4.878  0.234
15 H -1.633 -0.151 -4.918  0.237
16 H -3.263 -3.416 -2.712  0.206
17 H 0.373 1.292 -0.508  0.367
18 H 1.256 0.667 3.729  0.277
19 H 1.292 -0.477 2.435  0.259
20 H -0.016 0.638 2.578  0.288
21 H 2.603 3.227 2.532  0.270
22 H 3.949 2.261 1.789  0.277
23 H 3.331 1.738 3.296  0.272

The orbital gap is 4.39 eV. The energy relative to the best compared isomer or geometry (same formula, charge and spin) comes out at 653.3 kJ/mol. The multiplicity is 1. For the largest force on an atom, the calculation gives 4.59 eV/A. The total charge is +1. As for the energy: -15894.80021 eV.

---

Record 2
DFT (ωB97M-V/def2-TZVPD) results for a structure of composition C8H10N6O5 at a distorted geometry.

Last column: natural (NBO) charge in e.
Element x y z (Å)
1 O 3.744 2.761 -1.890  -0.336
2 N 2.508 2.895 -1.811  0.495
3 O 1.942 4.011 -1.904  -0.382
4 C 1.643 1.752 -1.598  -0.001
5 C 0.257 1.949 -1.479  -0.126
6 C -0.595 0.875 -1.222  0.013
7 N -2.013 1.045 -1.257  0.484
8 O -2.487 2.197 -1.361  -0.370
9 O -2.730 0.019 -1.203  -0.366
10 C -0.151 -0.522 -0.980  -0.223
11 C 1.294 -0.689 -1.248  0.055
12 N 1.983 -1.848 -1.183  -0.047
13 O 3.333 -1.399 -1.425  -0.123
14 N 3.440 -0.045 -1.611  -0.003
15 C 2.152 0.406 -1.505  0.108
16 H -0.158 2.947 -1.607  0.297
17 H -0.749 -1.241 -1.573  0.298
18 C -0.874 -2.591 1.410  -0.449
19 N -1.009 -1.176 1.052  -0.298
20 N -0.732 -0.340 2.116  -0.489
21 C -1.650 -0.445 3.238  -0.414
22 H -1.537 -3.156 0.747  0.214
23 H 0.156 -2.953 1.262  0.205
24 H -1.168 -2.761 2.447  0.216
25 H -0.368 -0.907 0.231  0.279
26 H -0.620 0.615 1.777  0.362
27 H -1.107 -0.148 4.138  0.211
28 H -2.511 0.225 3.110  0.189
29 H -1.994 -1.475 3.330  0.202

The orbital gap is 5.07 eV. The energy relative to the best compared isomer or geometry (same formula, charge and spin) comes out at 275.4 kJ/mol. The multiplicity is 1. For the largest force on an atom, the calculation gives 7.14 eV/A. As for the energy: -27622.76353 eV.

---

Record 3
DFT (ωB97M-V/def2-TZVPD) results for a cluster of 2 separate species, C8H10NO in total at a distorted geometry.

Last column: natural (NBO) charge in e.
Element x y z (Å)
1 C -1.714 2.435 0.486  -0.022
2 C -1.586 1.525 -0.305  -0.176
3 C 3.128 -0.272 -0.058  -0.309
4 C 1.937 -0.850 -0.540  -0.403
5 C 2.790 0.994 0.318  0.110
6 C 1.062 0.192 -0.606  0.325
7 C -1.622 -1.055 0.927  -0.470
8 C -1.482 0.425 -1.147  -0.035
9 N -1.689 -0.966 -0.514  -0.550
10 O 1.518 1.263 0.045  -0.433
11 H -1.993 3.286 1.068  0.262
12 H 3.922 -1.017 0.240  0.263
13 H 1.667 -1.869 -0.746  0.231
14 H 3.443 1.790 0.712  0.230
15 H -0.663 -1.028 1.497  0.273
16 H -2.264 -0.340 1.546  0.263
17 H -1.977 -1.953 1.228  0.235
18 H -1.092 0.424 -2.211  0.285
19 H -0.864 -1.526 -0.952  0.463
20 H -2.519 -1.457 -0.988  0.459

The orbital gap (alpha / beta) is 7.17 / 7.27 eV. The energy relative to the best compared isomer or geometry (same formula, charge and spin) comes out at 795.6 kJ/mol. The multiplicity is 1. For the largest force on an atom, the calculation gives 4.10 eV/A. The total charge is +1. As for the energy: -11980.85740 eV.

---

Record 4
DFT (ωB97M-V/def2-TZVPD) results for a cluster of 2 separate species, C8H10O2 in total at a distorted geometry.

Last column: natural (NBO) charge in e.
Element x y z (Å)
1 C 1.688 -1.460 0.180  -0.204
2 C 2.778 -0.859 -0.313  -0.244
3 C 2.823 0.535 0.040  -0.182
4 C 1.616 1.232 0.294  -0.243
5 C 0.566 0.551 0.589  -0.226
6 C 0.525 -0.767 0.662  -0.207
7 C -2.553 -0.180 0.088  0.793
8 C -2.290 1.149 -0.580  -0.747
9 H 1.494 -2.600 0.056  0.204
10 H 3.745 -1.505 -0.477  0.230
11 H 3.752 1.100 -0.321  0.211
12 H 1.412 2.288 0.179  0.221
13 H -0.431 1.035 0.794  0.210
14 H -0.340 -1.503 1.013  0.228
15 H -2.746 -2.020 -0.323  0.499
16 H -2.270 1.922 0.172  0.238
17 H -1.377 1.249 -1.250  0.251
18 H -3.103 1.334 -1.323  0.247
19 O -2.902 -0.291 1.254  -0.603
20 O -2.388 -1.210 -0.733  -0.677

The orbital gap is 9.77 eV. The energy relative to the best compared isomer or geometry (same formula, charge and spin) comes out at 211.5 kJ/mol. The multiplicity is 1. For the largest force on an atom, the calculation gives 7.80 eV/A. As for the energy: -12551.46952 eV. Its SMILES is c1ccccc1.CC(=O)O.

---

Record 5
DFT (ωB97M-V/def2-TZVPD) results for a structure of composition C8H10O2S at a distorted geometry.

Last column: natural (NBO) charge in e.
Element x y z (Å)
1 C -0.939 -2.242 0.019  -0.234
2 C 0.440 -1.974 0.391  -0.238
3 C -1.752 -1.348 -0.545  -0.130
4 C 0.919 -0.747 0.411  -0.259
5 C -1.410 0.066 -0.913  -0.505
6 C 1.845 1.589 -0.342  -0.233
7 C -0.277 0.683 -0.122  0.364
8 C -0.718 1.382 1.147  -0.674
9 O 3.331 -0.711 -0.545  -0.969
10 O 0.611 1.377 -0.929  -0.517
11 S 2.531 -0.021 0.472  1.208
12 H -1.287 -3.251 0.186  0.216
13 H 1.067 -2.822 0.634  0.223
14 H -2.747 -1.655 -0.837  0.209
15 H -1.141 0.095 -1.974  0.251
16 H -2.304 0.686 -0.787  0.221
17 H 2.544 1.902 -1.115  0.226
18 H 1.812 2.317 0.475  0.173
19 H -1.231 2.309 0.880  0.218
20 H 0.115 1.622 1.803  0.217
21 H -1.408 0.743 1.691  0.233

The orbital gap is 9.16 eV. The energy relative to the best compared isomer or geometry (same formula, charge and spin) comes out at 305.2 kJ/mol. The multiplicity is 1. For the largest force on an atom, the calculation gives 4.42 eV/A. As for the energy: -23385.07169 eV.

---

Record 6
DFT (ωB97M-V/def2-TZVPD) results for a structure of composition C8H10O6PRh at a distorted geometry.

Last column: natural (NBO) charge in e.
Element x y z (Å)
1 O -2.260 -3.506 -1.356  -0.423
2 C -2.032 -2.490 -1.781  0.505
3 Rh 0.128 0.481 -2.723  0.424
4 O 1.927 -1.476 -1.166  -0.400
5 C 1.151 -0.832 -1.747  0.422
6 C 1.172 1.850 -2.026  0.486
7 O 1.897 2.701 -1.681  -0.347
8 C -0.970 2.211 -3.842  0.469
9 O -1.875 2.758 -4.253  -0.346
10 C 0.683 -0.406 -4.369  0.506
11 O 1.164 -0.845 -5.319  -0.303
12 H -0.650 -0.744 -1.779  0.004
13 C -1.382 -0.439 3.146  -1.018
14 P -0.234 -0.144 1.808  1.806
15 C 0.151 1.613 1.809  -0.939
16 C 1.298 -1.015 2.228  -0.964
17 O -0.774 -0.551 0.472  -0.521
18 H -2.343 0.016 2.883  0.288
19 H -1.029 -0.003 4.085  0.294
20 H -1.519 -1.513 3.282  0.293
21 H 0.558 1.908 2.793  0.316
22 H 0.871 1.868 1.009  0.270
23 H -0.782 2.192 1.624  0.293
24 H 1.285 -2.007 1.735  0.293
25 H 2.174 -0.463 1.854  0.283
26 H 1.391 -1.165 3.314  0.310

The orbital gap (alpha / beta) is 7.67 / 6.68 eV. The multiplicity is 5. For the largest force on an atom, the calculation gives 8.17 eV/A. Its expectation value of S² is 6.019. The total charge is +2. As for the energy: -33016.66163 eV.

---

Record 7
DFT (ωB97M-V/def2-TZVPD) results for the molecule C8H10OS at a distorted geometry.

Last column: natural (NBO) charge in e.
Element x y z (Å)
1 C 1.358 -2.295 -1.770  -0.246
2 C 1.080 -0.968 -1.608  -0.274
3 C 0.802 -3.093 -0.834  -0.405
4 C 0.092 -0.690 -0.718  -0.177
5 C -1.863 0.598 0.489  -0.396
6 C -0.586 0.902 1.213  -0.223
7 C -0.521 0.544 -0.288  0.206
8 C -0.184 2.203 1.862  -0.603
9 O 0.110 1.611 -0.968  -0.715
10 S -0.210 -2.138 0.208  0.387
11 H 1.968 -2.689 -2.454  0.211
12 H 1.527 -0.276 -2.224  0.218
13 H 0.917 -4.172 -0.842  0.238
14 H -2.287 -0.417 0.437  0.236
15 H -2.445 1.392 0.251  0.219
16 H -0.365 0.151 1.952  0.205
17 H -0.710 2.943 1.336  0.212
18 H 0.827 2.395 1.922  0.212
19 H -0.576 2.320 2.850  0.216
20 H 1.068 1.679 -0.814  0.479

The orbital gap is 8.96 eV. The energy relative to the best compared isomer or geometry (same formula, charge and spin) comes out at 151.5 kJ/mol. The multiplicity is 1. For the largest force on an atom, the calculation gives 3.81 eV/A. As for the energy: -21338.21161 eV. Its SMILES is C[C@H]1C[C@]1(O)c1cccs1.

---

Record 8
DFT (ωB97M-V/def2-TZVPD) results for the molecule C8H10OS at a distorted geometry.

Last column: natural (NBO) charge in e.
Element x y z (Å)
1 C 0.997 -2.135 -0.160  -0.220
2 C 2.113 -1.523 -0.595  -0.177
3 C -0.097 -1.296 0.313  -0.194
4 C 2.180 -0.072 -0.733  -0.353
5 C -0.161 0.064 0.204  -0.006
6 C 0.981 0.802 -0.292  0.152
7 C -2.790 0.769 0.335  -0.586
8 C -1.383 0.672 0.960  -0.413
9 O 0.717 1.899 -1.122  -0.716
10 S 2.506 1.064 0.647  0.090
11 H 0.970 -3.239 -0.173  0.225
12 H 3.094 -1.995 -0.808  0.217
13 H -1.097 -1.748 0.477  0.209
14 H 2.728 0.242 -1.644  0.239
15 H -3.208 -0.299 0.318  0.188
16 H -2.843 1.110 -0.667  0.211
17 H -3.396 1.356 1.027  0.212
18 H -1.601 0.013 1.726  0.212
19 H -1.133 1.704 1.225  0.215
20 H 1.424 2.611 -1.039  0.494

The orbital gap is 8.69 eV. The energy relative to the best compared isomer or geometry (same formula, charge and spin) comes out at 113.1 kJ/mol. The multiplicity is 1. For the largest force on an atom, the calculation gives 3.40 eV/A. As for the energy: -21338.60979 eV. Its SMILES is CCC1=CC=C[C@@H]2S[C@]12O.

---

Record 9
DFT (ωB97M-V/def2-TZVPD) results for a structure of composition C8H10OS5SbTl.

Last column: natural (NBO) charge in e.
Element x y z (Å)
1 Tl -0.215 -2.743 0.662  0.425
2 S 3.835 -5.695 0.607  -0.954
3 Sb 2.503 -4.519 -0.842  1.446
4 S 0.210 -5.098 -0.494  -0.950
5 S 2.318 -2.237 -0.134  -1.004
6 S 3.069 -4.611 -3.060  -0.948
7 C 2.605 1.077 1.109  -0.638
8 C 1.161 1.077 0.696  0.004
9 C 0.798 0.634 -0.570  -0.175
10 C -0.538 0.517 -0.925  -0.235
11 C -1.513 0.876 -0.014  -0.209
12 C -1.181 1.336 1.251  -0.250
13 C 0.157 1.435 1.596  -0.213
14 S -3.218 0.601 -0.457  1.264
15 C -3.652 2.349 -0.633  -0.826
16 O -3.258 0.056 -1.839  -0.980
17 H 3.261 1.124 0.241  0.224
18 H 2.837 0.142 1.624  0.261
19 H 2.832 1.913 1.776  0.189
20 H 1.562 0.296 -1.257  0.250
21 H -0.831 0.107 -1.883  0.252
22 H -1.954 1.570 1.976  0.200
23 H 0.430 1.765 2.593  0.199
24 H -3.004 2.778 -1.396  0.231
25 H -3.520 2.862 0.319  0.218
26 H -4.694 2.389 -0.947  0.218

The orbital gap is 4.71 eV. The energy relative to the best compared isomer or geometry (same formula, charge and spin) comes out at 5.0 kJ/mol. The multiplicity is 1. For the largest force on an atom, the calculation gives 0.15 eV/A. The total charge is -2. As for the energy: -75915.91213 eV.

---

Record 10
DFT (ωB97M-V/def2-TZVPD) results for the molecule C8H10S at a distorted geometry.

Last column: natural (NBO) charge in e.
Element x y z (Å)
1 C -1.339 -0.288 -0.799  -0.366
2 C -0.310 -0.947 -0.495  0.240
3 C -1.888 0.947 -0.199  -0.137
4 C 0.530 1.434 0.850  -0.144
5 C -2.909 1.641 -0.683  -0.390
6 C 1.706 1.784 1.418  -0.564
7 C 1.897 -1.581 0.025  -0.578
8 C 0.535 -2.111 -0.390  -0.514
9 S -1.096 1.744 1.255  0.291
10 H -1.993 -0.692 -1.513  0.222
11 H -3.436 2.498 -0.237  0.227
12 H -3.382 1.135 -1.609  0.195
13 H 1.725 2.662 2.026  0.204
14 H 2.695 1.522 1.061  0.219
15 H 2.507 -2.365 0.329  0.203
16 H 1.561 -0.937 0.813  0.228
17 H 2.375 -1.048 -0.701  0.206
18 H 0.158 -2.876 0.239  0.236
19 H 0.666 -2.521 -1.391  0.223

The orbital gap (alpha / beta) is 7.43 / 8.25 eV. The energy relative to the best compared isomer or geometry (same formula, charge and spin) comes out at 682.6 kJ/mol. The multiplicity is 1. For the largest force on an atom, the calculation gives 3.16 eV/A. As for the energy: -19286.55903 eV.

---

Please write out number 7 again, unchanged.
DFT (ωB97M-V/def2-TZVPD) results for the molecule C8H10OS at a distorted geometry.

Last column: natural (NBO) charge in e.
Element x y z (Å)
1 C 1.358 -2.295 -1.770  -0.246
2 C 1.080 -0.968 -1.608  -0.274
3 C 0.802 -3.093 -0.834  -0.405
4 C 0.092 -0.690 -0.718  -0.177
5 C -1.863 0.598 0.489  -0.396
6 C -0.586 0.902 1.213  -0.223
7 C -0.521 0.544 -0.288  0.206
8 C -0.184 2.203 1.862  -0.603
9 O 0.110 1.611 -0.968  -0.715
10 S -0.210 -2.138 0.208  0.387
11 H 1.968 -2.689 -2.454  0.211
12 H 1.527 -0.276 -2.224  0.218
13 H 0.917 -4.172 -0.842  0.238
14 H -2.287 -0.417 0.437  0.236
15 H -2.445 1.392 0.251  0.219
16 H -0.365 0.151 1.952  0.205
17 H -0.710 2.943 1.336  0.212
18 H 0.827 2.395 1.922  0.212
19 H -0.576 2.320 2.850  0.216
20 H 1.068 1.679 -0.814  0.479

The orbital gap is 8.96 eV. The energy relative to the best compared isomer or geometry (same formula, charge and spin) comes out at 151.5 kJ/mol. The multiplicity is 1. For the largest force on an atom, the calculation gives 3.81 eV/A. As for the energy: -21338.21161 eV. Its SMILES is C[C@H]1C[C@]1(O)c1cccs1.